*one*
An isolated molecule of C5H6, computed with wB97M-V/def2-TZVPD.

Each line ends with the natural charge from an NBO analysis.
Positions of all 11 atoms, in Å:
C 1.7010 0.1784 0.1646  -0.661
C 0.4668 -0.0571 0.9252  -0.143
C -0.8027 0.0172 0.7790  -0.171
C -1.1788 -0.4132 -0.8697  -0.137
C -2.0083 -0.3059 -1.7495  -0.276
H 2.5787 -0.1227 0.7338  0.230
H 1.6506 -0.4454 -0.7301  0.239
H 1.7809 1.2206 -0.1449  0.243
H -1.6954 -0.0832 1.3706  0.240
H 0.2308 0.2999 2.0480  0.209
H -2.7236 -0.2887 -2.5272  0.226

Highest occupied orbital energy, Ha: -0.3498
E_LUMO, eV: 1.0
SMILES: C#C/C=C\C

=====

*two*
A cluster of 2 separate species, C5H6 in total, computed with wB97M-V/def2-TZVPD.

Each line ends with the natural charge from an NBO analysis.
Positions of all 11 atoms, in Å:
C -1.1562 0.5638 0.5131  -0.147
C -1.4974 -0.3955 -0.2336  -0.210
C 2.7604 0.0370 -0.3054  -0.860
C 1.7521 0.4971 0.2154  0.214
C -1.5023 -0.6953 1.2051  -0.463
H -0.7741 1.5642 0.7844  0.239
H 3.6768 -0.0849 0.4268  0.333
H 3.1215 -0.5147 -1.2303  0.309
H -1.5729 -0.8137 -1.1988  0.210
H -0.5499 -1.2124 1.5396  0.183
H -2.5075 -0.7377 1.5837  0.190

Highest occupied orbital energy, Ha: -0.3283
E_LUMO, eV: -0.4

=====

The data favor *one*; the next most stable structure lies 242.1 kJ/mol above it.

=====

*one*
An isolated molecule of C5H6, computed with wB97M-V/def2-TZVPD.

Each line ends with the natural charge from an NBO analysis.
Positions of all 11 atoms, in Å:
C 1.6475 0.2704 -0.0678  -0.431
C 1.6650 -0.1064 -1.2859  0.047
C 0.1128 0.4189 -0.4680  -0.256
C -0.9285 -0.6690 -0.4100  -0.384
C -0.5940 0.0186 0.8483  -0.369
H 2.0276 0.5599 0.8969  0.258
H -0.2200 1.3502 -0.9191  0.227
H -1.8740 -0.4105 -0.8659  0.226
H -0.6002 -1.6901 -0.5605  0.235
H -1.2338 0.7927 1.2573  0.227
H -0.0023 -0.5347 1.5747  0.222

Highest occupied orbital energy, Ha: -0.3575
E_LUMO, eV: 1.1

=====

*two*
A cluster of 2 separate species, C5H6 in total, computed with wB97M-V/def2-TZVPD.

Each line ends with the natural charge from an NBO analysis.
Positions of all 11 atoms, in Å:
C -0.6381 1.5555 -1.4179  -0.263
C -1.1791 0.6489 -0.8645  -0.038
C 1.4201 -0.0370 0.2519  -0.504
C 0.5992 -0.7812 0.8817  -0.128
C -1.6219 -0.4448 -0.1930  -0.431
H -0.2806 2.4322 -1.8351  0.229
H 2.5937 -0.0671 0.4384  0.229
H 1.1324 0.9194 -0.3738  0.244
H 0.5603 -1.5476 1.6253  0.207
H -1.9476 -0.1450 0.7868  0.234
H -1.9076 -1.2921 -0.6728  0.219

Highest occupied orbital energy (alpha / beta), Ha: -0.3012 / -0.3003
E_LUMO (alpha / beta), eV: -0.1 / 0.0

=====

*three*
An isolated molecule of C5H6, computed with wB97M-V/def2-TZVPD.

Each line ends with the natural charge from an NBO analysis.
Positions of all 11 atoms, in Å:
C 0.0078 -1.1720 -0.0132  -0.496
C -1.2266 -0.3155 -0.0454  -0.205
C -0.7560 0.9866 0.0134  -0.221
C 0.7476 1.0170 -0.0056  -0.253
C 1.2112 -0.2571 0.0166  -0.187
H 0.1004 -1.7445 0.9988  0.244
H 0.0607 -1.9842 -0.7994  0.240
H -2.2977 -0.6425 0.0492  0.226
H -1.3492 1.8379 0.0816  0.207
H 1.4426 1.8411 -0.0991  0.220
H 2.1394 -0.8612 -0.0252  0.224

Highest occupied orbital energy, Ha: -0.3160
E_LUMO, eV: 1.2
SMILES: C1=CCC=C1

=====

The data favor *three*; the next most stable structure lies 340.3 kJ/mol above it.

=====

*one*
A cluster of 2 separate species, C4H6O3S in total, computed with wB97M-V/def2-TZVPD.

Each line ends with the natural charge from an NBO analysis.
Positions of all 14 atoms, in Å:
C 3.4009 0.7253 0.1552  -0.001
C 0.1423 -1.7318 0.0427  0.980
C 2.7702 1.8216 0.4876  -0.615
C -1.7241 -0.4408 -0.1950  -0.256
O 0.7005 -2.9094 -0.2243  -0.676
O 0.7119 -0.7408 0.3822  -0.640
O -1.1279 -1.7064 -0.4198  -0.495
S 4.2571 -0.5699 -0.0650  0.105
H 1.6852 -2.8533 -0.2160  0.511
H 1.8395 1.7911 1.0594  0.264
H 2.8214 2.7276 -0.0182  0.246
H -2.7970 -0.6032 -0.3815  0.192
H -1.3657 0.2180 -0.9895  0.186
H -1.5769 0.0126 0.7398  0.198

Highest occupied orbital energy, Ha: -0.3157
E_LUMO, eV: -0.1
SMILES: COC(=O)O.C=C=S

=====

*two*
An isolated molecule of C4H6O3S, computed with wB97M-V/def2-TZVPD.

Each line ends with the natural charge from an NBO analysis.
Positions of all 14 atoms, in Å:
C 1.4494 0.1268 -0.2355  0.049
C 0.7877 -1.1848 0.4616  -0.608
C -1.3801 0.3295 0.0806  0.511
C 0.8324 1.3107 0.2212  -0.108
H 3.1344 -0.3308 -0.8327  0.490
H 1.0938 -0.1043 -1.3140  0.162
H 1.6610 -2.1567 0.3078  0.257
H 0.8162 -0.9494 1.6058  0.221
H 1.2532 2.2426 -0.3166  0.218
H 0.9392 1.6592 1.2564  0.211
O 2.7288 0.0726 -0.0842  -0.687
O -2.6128 0.4809 0.0024  -0.574
O -0.6719 1.4270 -0.0922  -0.470
S -0.9117 -1.2311 -0.1551  0.328

Highest occupied orbital energy, Ha: -0.3464
E_LUMO, eV: 0.2
SMILES: O=C1OC[C@@H](O)CS1

=====

The data favor *one*; the next most stable structure lies 110.0 kJ/mol above it.

=====

*one*
The ion H2NO2S with charge -1, computed with wB97M-V/def2-TZVPD.

Each line ends with the natural charge from an NBO analysis.
Positions of all 6 atoms, in Å:
N 0.8467 -0.0658 -1.4499  -0.429
O 0.7417 -0.7023 -0.3175  -0.534
O -1.6908 0.8306 1.0256  -1.007
S -0.5771 -0.1627 1.2182  0.774
H 0.2096 -0.5369 -2.1407  0.212
H 0.4698 0.6370 1.6643  -0.017

Highest occupied orbital energy (alpha / beta), Ha: -0.0810 / -0.0771
E_LUMO (alpha / beta), eV: 4.1 / 4.3
Total charge: -1

=====

*two*
The ion H2NO2S with charge -1, computed with wB97M-V/def2-TZVPD.

Each line ends with the natural charge from an NBO analysis.
Positions of all 6 atoms, in Å:
N -1.1817 -0.1968 -0.4168  -1.157
O 1.3486 -0.8736 0.4201  -1.033
O 1.1253 1.5476 0.1298  -1.015
S 0.9457 0.2266 -0.4687  1.560
H -0.6860 -1.0026 -0.0826  0.329
H -1.5519 0.2988 0.4181  0.317

Highest occupied orbital energy, Ha: -0.1228
E_LUMO, eV: 4.3
Total charge: -1

=====

The data favor *two*; the next most stable structure lies 369.7 kJ/mol above it.

=====

*one*
A cluster of 13 separate species, C5H36N10O13 in total, computed with wB97M-V/def2-TZVPD.

Each line ends with the natural charge from an NBO analysis.
Positions of all 64 atoms, in Å:
O -1.0934 -4.2646 -1.6303  -0.962
H -1.1905 -5.0959 -2.1062  0.467
H -0.2611 -3.8831 -1.9584  0.487
O -2.4043 -0.8194 -3.6527  -0.958
H -3.2283 -1.1893 -3.3160  0.482
H -2.2860 -1.2327 -4.5143  0.481
O -3.7344 -1.7230 2.4738  -0.983
H -3.4385 -0.8900 2.0916  0.465
H -3.1899 -2.4003 2.0300  0.499
O -3.3884 1.3626 2.1985  -0.953
H -3.5586 1.7143 3.0779  0.486
H -3.2631 2.1414 1.6484  0.472
O -1.1358 2.8431 -2.0158  -0.966
H -1.5933 2.6725 -2.8518  0.489
H -1.8426 3.0288 -1.3875  0.485
O 1.4955 -3.2774 -2.3478  -0.965
H 2.0281 -2.6745 -2.8809  0.490
H 1.8893 -4.1469 -2.4929  0.498
O -1.7622 -3.1873 1.2428  -0.988
H -1.6089 -3.8767 0.5845  0.495
H -1.0362 -2.5524 1.1090  0.491
O 1.5910 0.7533 2.5106  -0.967
H 0.6403 0.8117 2.3625  0.476
H 1.8353 1.6242 2.8497  0.499
C 1.7400 3.3185 0.0513  0.767
O 2.3179 3.4466 1.1341  -0.683
N 1.3831 4.3970 -0.7064  -0.858
N 1.2085 2.1389 -0.3370  -0.857
H 0.7349 4.2862 -1.4664  0.398
H 1.9200 5.2355 -0.5920  0.404
H 0.8130 2.0584 -1.2538  0.391
H 1.3153 1.3623 0.2964  0.425
C 2.8756 -3.2373 2.1482  0.766
O 3.4904 -4.1611 2.6962  -0.693
N 3.0637 -2.9856 0.8190  -0.856
N 2.0593 -2.3892 2.7848  -0.840
H 3.7306 -3.4543 0.2431  0.396
H 2.4733 -2.2836 0.4035  0.383
H 1.8214 -2.6903 3.7122  0.402
H 1.8595 -1.4689 2.4308  0.434
C -0.2944 -0.7298 -0.0332  0.783
O 0.1876 -1.1996 1.0092  -0.728
N -0.2010 -1.2246 -1.2967  -0.838
N -1.3491 0.1347 0.0227  -0.855
H 0.5889 -1.8459 -1.4491  0.407
H -0.6746 -0.7454 -2.0398  0.416
H -1.9255 0.5592 -0.6725  0.404
H -1.6116 0.2021 1.0010  0.412
C 0.9425 1.6805 -5.3067  0.770
O -0.1645 2.0400 -5.6963  -0.670
N 1.1286 1.3665 -3.9785  -0.873
N 2.1001 1.8201 -6.0022  -0.842
H 0.2444 1.5020 -3.5177  0.414
H 2.0485 1.2658 -3.6011  0.397
H 2.0156 2.1736 -6.9387  0.414
H 2.9785 1.6002 -5.5800  0.390
C -0.9003 1.8154 4.3569  0.769
O -0.8194 2.4504 3.3145  -0.672
N -1.0114 2.3214 5.5968  -0.839
N -1.2202 0.4755 4.3671  -0.848
H -1.0984 1.7404 6.4107  0.384
H -0.6696 3.2322 5.8528  0.405
H -0.9947 -0.0711 3.5571  0.415
H -1.5707 0.1250 5.2351  0.388

Highest occupied orbital energy, Ha: -0.3223
E_LUMO, eV: -0.5

=====

*two*
A cluster of 13 separate species, C5H36N10O13 in total, computed with wB97M-V/def2-TZVPD.

Each line ends with the natural charge from an NBO analysis.
Positions of all 64 atoms, in Å:
C -9.3504 -12.9463 0.7975  0.768
O -10.4273 -13.3818 0.4408  -0.713
N -9.1126 -11.6072 0.6025  -0.844
N -8.4495 -13.7087 1.4189  -0.812
H -8.2101 -11.1901 0.6720  0.374
H -9.6328 -11.2809 -0.1929  0.397
H -7.5005 -13.3600 1.6488  0.392
H -8.5958 -14.6987 1.4228  0.436
C -11.0405 -19.9132 0.8184  0.782
O -11.0644 -21.1722 0.5589  -0.776
N -11.9703 -19.1121 0.4047  -0.795
N -9.9690 -19.4817 1.5343  -0.839
H -12.0198 -18.1326 0.6849  0.434
H -12.7855 -19.5422 0.1065  0.400
H -9.7801 -18.4987 1.4889  0.388
H -9.1382 -19.8849 1.2013  0.408
C -7.7719 -20.6351 -2.4618  0.788
O -7.4286 -20.4834 -1.2719  -0.757
N -6.8386 -20.5831 -3.4625  -0.839
N -9.0901 -20.7313 -2.7312  -0.827
H -7.0008 -20.2457 -4.3726  0.388
H -5.9361 -20.1976 -3.2252  0.441
H -9.4231 -20.9345 -3.6981  0.391
H -9.7536 -21.0225 -2.0212  0.425
C -4.1394 -17.8387 -2.3588  0.790
O -5.0533 -18.3414 -3.0912  -0.779
N -3.4458 -18.6662 -1.5276  -0.842
N -3.8263 -16.4935 -2.3719  -0.838
H -2.7623 -18.1458 -1.0251  0.388
H -3.9143 -19.5116 -1.2318  0.450
H -4.4862 -15.9872 -2.8486  0.399
H -3.2094 -16.0912 -1.6528  0.424
C -7.0993 -16.7786 -0.1956  0.797
O -7.2216 -15.7430 0.4634  -0.748
N -6.9368 -18.0807 0.3327  -0.900
N -7.2279 -16.6871 -1.5147  -0.827
H -6.1169 -18.2193 0.8750  0.418
H -7.0767 -18.9454 -0.2352  0.431
H -7.0191 -17.4251 -2.2044  0.431
H -7.4470 -15.7753 -1.9173  0.392
O -12.2965 -23.3786 -0.5648  -0.986
H -12.0664 -22.4774 -0.1813  0.505
H -11.8306 -23.9987 0.0307  0.459
O -7.4390 -22.3983 0.8486  -0.974
H -8.1582 -22.2263 0.1934  0.508
H -7.4300 -23.3284 1.0290  0.482
O -5.0479 -14.2259 -0.6565  -0.990
H -5.1373 -13.2657 -0.8265  0.472
H -5.9305 -14.6062 -0.4895  0.502
O -7.5583 -20.2157 2.7235  -0.997
H -7.5637 -21.0258 2.1949  0.509
H -8.4713 -20.0646 3.0527  0.500
O -11.7970 -16.3245 0.9921  -0.975
H -11.2598 -15.5390 0.8317  0.512
H -12.5712 -15.8656 1.3435  0.479
O -4.6610 -20.8364 -0.0298  -0.964
H -5.5067 -21.1967 -0.0786  0.499
H -4.4450 -20.7068 0.8757  0.484
O -2.5031 -15.7614 0.4737  -0.972
H -3.2944 -15.2789 0.6517  0.498
H -1.8039 -15.5099 1.0608  0.479
O -5.2049 -18.9286 2.7559  -1.013
H -6.0039 -19.4892 2.9645  0.514
H -4.5766 -18.8626 3.5861  0.477

Highest occupied orbital energy, Ha: -0.3516
E_LUMO, eV: 0.2

=====

The data favor *two*; the next most stable structure lies 122.7 kJ/mol above it.

=====

*one*
A cluster of 2 separate species, C4H9NO in total, computed with wB97M-V/def2-TZVPD.

Each line ends with the natural charge from an NBO analysis.
Positions of all 15 atoms, in Å:
C -0.8959 1.2835 -1.2763  -0.679
C -0.8328 1.3194 0.2001  -0.486
C 0.3741 1.4500 0.9485  -0.716
H -0.1416 0.6413 -1.7402  0.176
H -0.7623 2.2730 -1.7881  0.142
H -1.8625 0.9443 -1.6236  0.195
H -1.7219 1.2387 0.8225  0.160
H 0.3165 1.4769 2.0322  0.168
H 1.2858 1.7301 0.4219  0.155
C 0.8974 -1.7909 -0.2369  0.506
N 0.5474 -2.2475 0.9844  -0.835
O 1.7524 -2.3285 -0.9218  -0.671
H 0.4069 -0.8544 -0.5203  0.146
H 0.9714 -3.1117 1.2879  0.369
H -0.3350 -2.0240 1.4095  0.369

Multiplicity: 2
Highest occupied orbital energy (alpha / beta), Ha: 0.0389 / -0.1262
E_LUMO (alpha / beta), eV: 4.1 / 4.0
Expectation value of S²: 0.753
Total charge: -1

=====

*two*
A cluster of 2 separate species, C4H9NO in total, computed with wB97M-V/def2-TZVPD.

Each line ends with the natural charge from an NBO analysis.
Positions of all 15 atoms, in Å:
C 1.1626 -0.5366 1.1205  -0.428
C 2.7375 0.0792 -0.7454  -0.306
N 1.6718 0.2258 0.0161  -0.786
H 0.4655 0.1037 1.5869  0.162
H 1.9466 -0.7505 1.9672  0.112
H 0.5701 -1.5393 0.9309  0.106
H 3.5884 0.5563 -0.3099  0.108
H 2.6691 -0.5234 -1.6411  0.107
C -3.0607 0.0234 -0.4117  -0.577
C -1.8696 0.5817 -0.5124  0.191
O -0.7351 0.1655 -0.9956  -0.695
H -3.8692 0.6804 0.0127  0.178
H -3.4283 -0.9361 -0.7490  0.186
H -1.7977 1.5195 0.0943  0.122
H -0.0510 0.3505 -0.3637  0.520

Multiplicity: 2
Highest occupied orbital energy (alpha / beta), Ha: -0.0306 / -0.0699
E_LUMO (alpha / beta), eV: 4.1 / 4.0
Expectation value of S²: 0.754
Total charge: -1

=====

*three*
A structure of composition C4H9NO, computed with wB97M-V/def2-TZVPD.

Each line ends with the natural charge from an NBO analysis.
Positions of all 15 atoms, in Å:
C 1.6124 0.9590 0.3189  -0.754
C 0.8503 0.4161 1.4615  -0.355
C -0.4806 -0.0136 1.3516  -0.570
C -0.9280 -0.4608 0.0907  0.537
N -2.2168 -1.1390 0.1227  -0.888
O -0.3591 -0.4239 -1.0144  -0.767
H 2.7069 0.8831 0.6246  0.194
H 0.9232 1.5810 -0.2718  0.227
H 1.2610 -0.1471 0.2748  0.356
H 1.5187 0.2276 2.3003  0.157
H 0.5457 0.1849 -3.7476  0.032
H 1.2608 0.1931 -3.8928  -0.032
H -1.0804 -0.1856 2.2157  0.182
H -2.8207 -0.9273 0.8501  0.338
H -2.7933 -1.1475 -0.6843  0.344

Multiplicity: 2
Highest occupied orbital energy (alpha / beta), Ha: 0.0078 / -0.0930
E_LUMO (alpha / beta), eV: 4.7 / 4.6
Expectation value of S²: 0.760
Total charge: -1

=====

*four*
A cluster of 2 separate species, C4H9NO in total, computed with wB97M-V/def2-TZVPD.

Each line ends with the natural charge from an NBO analysis.
Positions of all 15 atoms, in Å:
N 0.4267 1.3633 0.5809  -0.862
C -0.4308 0.6769 -0.2885  0.123
C -1.3500 1.3210 -1.0764  -0.720
C -0.7660 -1.6382 -1.2221  -0.626
C -0.3305 -0.7667 -0.2584  -0.360
H 0.6864 1.0088 1.4774  0.376
H 0.6315 2.2986 0.2858  0.364
H -1.9258 0.7314 -1.7782  0.179
H -1.8377 2.2431 -0.8046  0.164
H -1.0304 -2.6746 -1.0189  0.151
H -0.9426 -1.3668 -2.2525  0.164
H -0.0907 -1.1432 0.7408  0.135
H 2.6156 -0.3351 2.5447  0.439
H 1.9742 -1.2914 1.4536  0.466
O 2.3701 -0.4271 1.6163  -0.994

Multiplicity: 2
Highest occupied orbital energy (alpha / beta), Ha: 0.0269 / -0.0902
E_LUMO (alpha / beta), eV: 4.0 / 3.7
Expectation value of S²: 0.760
Total charge: -1

=====

The data favor *one*; the next most stable structure lies 65.0 kJ/mol above it.

=====

*one*
An isolated molecule of C2H2IN, computed with wB97M-V/def2-TZVPD.

Each line ends with the natural charge from an NBO analysis.
Positions of all 6 atoms, in Å:
C -0.0932 -0.9960 -0.0958  0.066
C 0.4039 0.4032 0.1360  -0.282
N -0.3011 -0.6237 1.0772  -0.280
I -0.8083 1.9734 -0.8097  0.028
H -0.5531 -1.6328 -0.8124  0.226
H 1.3519 0.8759 0.5045  0.242

Highest occupied orbital energy, Ha: -0.3427
E_LUMO, eV: 0.4
SMILES: I[C@@H]1C=N1

=====

*two*
A cluster of 2 separate species, C2H2IN in total, computed with wB97M-V/def2-TZVPD.

Each line ends with the natural charge from an NBO analysis.
Positions of all 6 atoms, in Å:
C 1.0394 1.6105 0.2744  0.142
C 0.4138 0.5133 -0.1965  -0.222
N 1.4685 2.5927 0.6424  -0.147
I -0.1833 1.1173 -4.4020  -0.272
H 0.6009 -0.3016 0.4039  0.217
H -0.1918 0.4070 -1.1801  0.282

Highest occupied orbital energy (alpha / beta), Ha: -0.3022 / -0.3038
E_LUMO (alpha / beta), eV: -4.9 / -4.9

=====

The data favor *one*; the next most stable structure lies 209.6 kJ/mol above it.